{"formula": "C16H17NO3S2", "method": "wB97M-V/def2-TZVPD", "e_above_lowest_ev": 0.0172, "e_lumo_ev": -0.2522, "homo_lumo_gap_ev": 7.874, "spin_multiplicity": 1, "e_tot_ha": -1696.74607, "homo_energy_ev": -8.127, "species": ["C", "C", "O", "C", "C", "C", "C", "C", "C", "H", "H", "C", "C", "C", "O", "S", "C", "C", "C", "O", "N", "H", "H", "S", "C", "C", "H", "H", "H", "H", "H", "H", "H", "H", "H", "H", "H", "H", "H"], "coordinates": [[-8.07, -1.37, -0.58], [-6.55, -1.29, -0.65], [-6.15, -0.08, -0.04], [-4.83, 0.23, 0.03], [-3.80, -0.56, -0.46], [-2.49, -0.14, -0.34], [-2.17, 1.07, 0.27], [-3.22, 1.85, 0.77], [-4.52, 1.44, 0.65], [-5.34, 2.04, 1.03], [-3.00, 2.79, 1.26], [-0.81, 1.55, 0.42], [0.30, 1.01, -0.12], [1.61, 1.63, 0.10], [1.70, 2.82, 0.41], [1.55, -1.53, 0.67], [2.86, -0.56, 0.05], [2.80, 0.80, -0.12], [4.07, 1.41, -0.52], [5.00, 0.68, -0.89], [4.17, 2.74, -0.47], [3.38, 3.27, -0.13], [5.03, 3.18, -0.77], [4.35, -1.41, -0.27], [3.79, -3.00, 0.51], [2.31, -3.15, 0.29], [1.85, -3.88, 0.96], [2.07, -3.39, -0.74], [4.36, -3.80, 0.03], [4.04, -2.95, 1.57], [0.26, 0.15, -0.76], [-0.68, 2.43, 1.03], [-1.70, -0.77, -0.71], [-4.00, -1.51, -0.94], [-6.21, -1.31, -1.70], [-6.10, -2.15, -0.12], [-8.41, -2.29, -1.04], [-8.50, -0.52, -1.10], [-8.39, -1.34, 0.45]]}

***

{"formula": "H26O13", "method": "wB97M-V/def2-TZVPD", "e_above_lowest_ev": 1.9709, "e_lumo_ev": -0.5472, "homo_lumo_gap_ev": 9.882, "spin_multiplicity": 1, "e_tot_ha": -993.70080, "homo_energy_ev": -10.430, "species": ["O", "H", "H", "O", "H", "H", "O", "H", "H", "O", "H", "H", "O", "H", "H", "O", "H", "H", "O", "H", "H", "O", "H", "H", "O", "H", "H", "O", "H", "H", "O", "H", "H", "O", "H", "H", "O", "H", "H"], "coordinates": [[0.25, 2.25, -2.83], [-0.48, 1.73, -2.47], [0.88, 1.59, -3.16], [-1.58, 1.58, 0.86], [-1.76, 1.21, 1.73], [-2.47, 1.75, 0.48], [-3.23, -1.16, 1.46], [-3.37, -0.77, 2.33], [-3.55, -2.06, 1.54], [2.66, -0.70, 2.59], [3.40, -1.28, 2.34], [1.88, -1.16, 2.25], [2.07, -2.45, -1.42], [2.98, -2.33, -1.73], [1.95, -1.75, -0.77], [1.63, -0.09, -3.44], [2.42, -0.27, -2.91], [1.02, -0.80, -3.21], [0.02, -0.38, -0.43], [-0.77, 0.08, -0.10], [0.77, 0.14, -0.08], [0.77, 1.90, 3.08], [-0.13, 1.67, 3.31], [0.95, 1.42, 2.27], [1.19, -2.86, 1.52], [0.87, -2.15, 0.94], [0.75, -3.65, 1.19], [-1.51, -2.53, -1.78], [-1.78, -1.72, -2.23], [-0.96, -2.22, -1.05], [2.31, 0.88, 0.37], [2.66, 1.66, -0.08], [2.92, 0.71, 1.11], [-3.88, 0.55, -0.71], [-3.59, 0.05, 0.08], [-3.42, 0.11, -1.44], [-0.37, 3.83, -0.13], [-0.87, 4.33, 0.52], [-0.65, 2.90, 0.01]]}

***

{"formula": "C15H34BBrClIN4O7PS", "method": "wB97M-V/def2-TZVPD", "e_above_lowest_ev": 0.1916, "e_lumo_ev": 1.8416, "homo_lumo_gap_ev": 6.027, "spin_multiplicity": 1, "charge": -1, "e_tot_ha": -5434.17077, "homo_energy_ev": -4.186, "species": ["C", "C", "C", "Br", "C", "C", "I", "C", "C", "O", "B", "P", "C", "C", "O", "C", "Cl", "C", "C", "C", "S", "O", "O", "O", "H", "H", "H", "H", "H", "H", "H", "H", "H", "H", "H", "H", "H", "H", "H", "H", "H", "H", "H", "H", "H", "H", "H", "H", "H", "H", "C", "O", "N", "N", "H", "H", "H", "H", "C", "O", "N", "N", "H", "H", "H", "H"], "coordinates": [[-3.89, -0.02, 1.85], [-3.07, -1.21, 1.35], [-2.46, -0.95, -0.03], [-3.87, -1.11, -1.37], [-1.14, -1.70, -0.43], [-0.93, -3.02, 0.37], [-2.50, -4.43, -0.07], [0.39, -3.75, 0.10], [0.70, -4.82, 1.15], [-1.14, -2.07, -1.77], [0.13, -1.68, -2.44], [1.05, -3.20, -3.38], [1.35, -2.48, -5.05], [2.77, -3.04, -2.72], [0.97, -1.23, -1.26], [0.14, -0.75, -0.34], [-0.32, 1.01, -0.88], [0.83, -0.66, 1.03], [0.33, 0.35, 2.09], [1.35, 1.36, 2.60], [1.56, 2.91, 1.77], [2.11, 3.85, 2.71], [2.23, 2.74, 0.52], [0.03, 3.29, 1.54], [-4.87, 0.00, 1.39], [-4.04, -0.09, 2.93], [-3.38, 0.93, 1.64], [-2.26, -1.40, 2.07], [-3.71, -2.09, 1.32], [-2.25, 0.11, -0.07], [-1.04, -2.87, 1.44], [0.31, -4.23, -0.88], [1.21, -3.05, 0.01], [1.78, -4.86, 1.35], [0.40, -5.81, 0.82], [0.20, -4.62, 2.10], [-0.02, -0.78, -3.26], [0.46, -2.59, -5.67], [1.63, -1.42, -5.01], [2.16, -3.04, -5.53], [2.79, -3.37, -1.68], [3.46, -3.66, -3.31], [3.14, -2.01, -2.74], [1.90, -0.52, 0.82], [0.73, -1.65, 1.47], [0.06, -0.22, 2.98], [-0.58, 0.85, 1.76], [1.15, 1.64, 3.63], [2.37, 0.95, 2.55], [0.00, 4.22, 1.25], [0.98, 6.05, 6.29], [0.37, 6.15, 7.35], [1.49, 7.14, 5.64], [1.20, 4.86, 5.67], [1.99, 7.08, 4.77], [1.35, 8.04, 6.06], [0.84, 4.03, 6.12], [1.69, 4.77, 4.80], [-1.41, 1.28, -5.95], [-2.29, 0.74, -6.61], [-0.35, 1.92, -6.55], [-1.40, 1.31, -4.59], [0.40, 2.35, -6.03], [-0.31, 1.90, -7.55], [-2.11, 0.79, -4.11], [-0.66, 1.71, -4.04]]}

***

{"formula": "C5H5NO2", "method": "wB97M-V/def2-TZVPD", "e_above_lowest_ev": 3.0578, "e_lumo_ev": 0.6897, "homo_lumo_gap_ev": 10.266, "spin_multiplicity": 1, "e_tot_ha": -398.66610, "homo_energy_ev": -9.576, "species": ["C", "C", "O", "C", "N", "C", "C", "O", "H", "H", "H", "H", "H"], "coordinates": [[-2.07, 0.68, 0.45], [-1.33, -0.54, -0.19], [-1.88, -1.37, -0.79], [0.20, -0.49, -0.14], [1.09, -1.31, 0.33], [2.31, -0.78, 0.15], [2.10, 0.45, -0.46], [0.75, 0.64, -0.61], [-2.19, 1.56, -0.20], [-3.20, 0.33, 0.43], [-1.55, 0.87, 1.28], [2.90, -1.25, 0.66], [2.87, 1.20, -0.92]]}

***

{"formula": "C11H30Cu4O13", "method": "wB97M-V/def2-TZVPD", "e_above_lowest_ev": 0.0000, "e_lumo_ev": -9.1420, "homo_lumo_gap_ev": 4.693, "spin_multiplicity": 1, "charge": 2, "e_tot_ha": -7976.41326, "homo_energy_ev": -13.835, "species": ["Cu", "Cu", "Cu", "Cu", "C", "O", "O", "O", "C", "C", "O", "O", "H", "H", "H", "H", "H", "H", "C", "C", "O", "O", "H", "H", "H", "H", "H", "H", "C", "C", "O", "O", "H", "H", "H", "H", "H", "H", "C", "C", "O", "O", "H", "H", "H", "H", "H", "H", "C", "C", "O", "O", "H", "H", "H", "H", "H", "H"], "coordinates": [[5.08, -1.34, 0.09], [1.64, 2.18, -1.61], [2.33, -1.91, -2.38], [3.17, 1.90, 1.59], [1.87, -0.37, 0.03], [1.59, 0.48, 0.96], [1.51, -0.07, -1.18], [2.61, -1.41, 0.19], [-0.07, 4.88, -1.58], [-0.44, 3.94, -0.46], [0.64, 3.14, 0.06], [0.56, 4.07, -2.58], [0.56, 5.73, -1.31], [-1.02, 5.27, -1.97], [-1.25, 3.25, -0.71], [-0.83, 4.65, 0.29], [0.18, 2.50, 0.63], [1.15, 4.64, -3.09], [2.40, -3.13, 3.41], [2.52, -1.74, 4.07], [3.31, -0.82, 3.28], [1.52, -3.26, 2.33], [2.05, -3.80, 4.20], [3.40, -3.47, 3.11], [2.98, -1.91, 5.05], [1.59, -1.20, 4.25], [2.80, -0.72, 2.47], [1.85, -2.69, 1.62], [-1.73, -2.15, -4.91], [-0.35, -1.55, -5.00], [0.26, -1.56, -3.69], [-2.70, -1.22, -4.43], [-1.77, -3.03, -4.27], [-2.04, -2.50, -5.90], [-0.35, -0.51, -5.33], [0.30, -2.12, -5.66], [-0.32, -1.07, -3.09], [-3.52, -1.43, -4.89], [-3.01, -1.75, -0.99], [-1.91, -0.82, -0.53], [-1.11, -0.41, -1.64], [-3.96, -1.04, -1.76], [-3.56, -2.15, -0.13], [-2.61, -2.64, -1.50], [-1.31, -1.53, 0.05], [-2.26, 0.06, 0.01], [-0.23, -0.16, -1.34], [-3.50, -0.73, -2.55], [-0.54, 0.78, 4.46], [-1.19, 0.55, 3.12], [-0.85, 1.48, 2.09], [-1.30, 1.74, 5.20], [0.47, 1.18, 4.34], [-0.52, -0.15, 5.03], [-2.28, 0.57, 3.16], [-0.87, -0.45, 2.78], [-0.01, 1.19, 1.72], [-0.94, 2.58, 4.89]]}

***

{"formula": "C19H20IKN4O3S", "method": "wB97M-V/def2-TZVPD", "e_above_lowest_ev": 0.3648, "e_lumo_ev": 0.0456, "homo_lumo_gap_ev": 7.430, "spin_multiplicity": 1, "e_tot_ha": -2476.61637, "homo_energy_ev": -7.384, "species": ["K", "C", "C", "C", "C", "C", "C", "C", "S", "O", "O", "N", "C", "C", "C", "C", "C", "N", "H", "H", "H", "H", "H", "H", "H", "H", "H", "H", "H", "I", "C", "C", "C", "C", "C", "N", "H", "H", "H", "H", "C", "C", "N", "O", "H", "H", "H", "H", "H"], "coordinates": [[-1.30, -1.88, -0.26], [5.82, 1.41, 2.30], [4.67, 1.43, 1.34], [4.89, 1.35, -0.06], [3.85, 1.11, -0.93], [2.57, 0.99, -0.38], [2.31, 1.33, 0.93], [3.34, 1.39, 1.82], [1.14, 0.46, -1.32], [1.12, 1.16, -2.61], [1.27, -0.98, -1.34], [-0.14, 0.73, -0.47], [-0.74, 1.91, -0.14], [-0.23, 3.19, -0.53], [-0.80, 4.33, -0.09], [-2.00, 4.27, 0.62], [-2.60, 3.01, 0.78], [-1.92, 1.85, 0.53], [6.57, 2.04, 1.98], [6.34, 0.46, 2.52], [5.40, 1.82, 3.25], [5.89, 1.45, -0.45], [3.98, 1.15, -1.99], [1.30, 1.44, 1.33], [3.11, 1.49, 2.90], [0.69, 3.24, -1.16], [-0.50, 5.32, -0.39], [-2.52, 5.09, 1.08], [-3.64, 2.93, 1.20], [-4.50, -4.16, -1.01], [-5.16, -2.16, -0.74], [-6.50, -1.77, -0.73], [-6.79, -0.43, -0.69], [-5.74, 0.50, -0.51], [-4.44, 0.05, -0.52], [-4.15, -1.29, -0.58], [-7.23, -2.55, -0.86], [-7.76, 0.02, -0.87], [-5.91, 1.54, -0.36], [-3.62, 0.69, -0.44], [1.35, -5.82, 0.23], [1.23, -4.39, -0.27], [2.16, -3.96, -1.13], [0.36, -3.58, 0.11], [1.44, -5.77, 1.27], [2.17, -6.39, -0.25], [0.45, -6.35, 0.02], [2.79, -4.64, -1.59], [1.97, -3.04, -1.53]]}

***

{"formula": "C8H10FN2O4S2", "method": "wB97M-V/def2-TZVPD", "e_above_lowest_ev": 13.3963, "e_lumo_ev": 0.9179, "homo_lumo_gap_ev": 5.164, "spin_multiplicity": 1, "charge": -1, "e_tot_ha": -1617.12859, "homo_energy_ev": -4.246, "species": ["O", "C", "O", "O", "O", "C", "C", "C", "S", "C", "S", "N", "C", "C", "N", "C", "H", "H", "H", "H", "H", "H", "H", "H", "H", "H", "F"], "coordinates": [[3.60, -2.41, 1.92], [3.05, -1.40, 1.20], [3.93, -0.78, 0.19], [4.37, -1.83, -0.51], [1.64, -1.06, 1.44], [1.35, 0.36, 1.14], [1.04, 0.69, -0.43], [0.60, 2.24, -0.74], [-1.29, 2.42, -0.92], [-2.09, 1.24, 0.32], [-2.39, 1.80, 1.93], [-2.53, -0.18, 0.03], [-1.88, -1.52, 0.31], [-2.88, -2.76, -0.20], [-4.07, -1.99, -0.76], [-3.86, -0.48, -0.63], [3.82, -1.80, -1.35], [2.19, 1.08, 1.53], [0.35, 0.62, 1.74], [2.03, 0.49, -1.06], [0.22, 0.00, -0.91], [1.03, 3.03, 0.03], [1.05, 2.52, -1.80], [-0.84, -1.69, 0.85], [-2.73, -3.92, -0.11], [-4.54, 0.43, -0.93], [-1.14, 4.93, -2.30]]}

***

{"formula": "C6H12NO", "method": "wB97M-V/def2-TZVPD", "e_above_lowest_ev": 2.8022, "e_lumo_ev": [1.0338, -1.9177], "homo_lumo_gap_ev": [10.603, 7.417], "spin_multiplicity": 2, "e_tot_ha": -365.62073, "homo_energy_ev": [-9.570, -9.335], "species": ["C", "C", "C", "C", "C", "N", "C", "O", "H", "H", "H", "H", "H", "H", "H", "H", "H", "H", "H", "H"], "coordinates": [[-1.17, -0.85, 0.16], [-0.26, 0.34, -0.06], [0.81, 0.15, -1.16], [0.39, -0.17, -2.48], [1.07, -0.83, -3.40], [0.57, 0.39, 1.23], [-0.14, 0.89, 2.55], [-1.17, 0.20, 2.71], [-1.68, -0.47, 1.19], [-0.86, -1.83, 0.46], [-1.98, -0.97, -0.48], [-0.78, 1.25, -0.25], [1.57, -0.51, -0.79], [1.48, 1.10, -1.15], [-0.65, 0.04, -2.61], [2.08, -1.24, -3.29], [0.71, -1.07, -4.39], [0.93, -0.60, 1.46], [0.79, 0.77, 3.35], [-0.41, 2.06, 2.52]]}

***

{"formula": "C16H29FN3O", "method": "wB97M-V/def2-TZVPD", "e_lumo_ev": -3.1490, "homo_lumo_gap_ev": 9.835, "spin_multiplicity": 1, "charge": 1, "e_tot_ha": -966.09405, "homo_energy_ev": -12.984, "species": ["C", "C", "F", "C", "N", "C", "C", "C", "C", "C", "O", "H", "H", "H", "H", "H", "H", "H", "H", "H", "H", "H", "H", "H", "H", "H", "C", "C", "C", "C", "N", "H", "H", "H", "H", "H", "H", "H", "C", "C", "C", "C", "N", "H", "H", "H", "H", "H", "H", "H"], "coordinates": [[2.09, -0.53, 2.66], [1.11, 0.72, 2.80], [1.44, 1.38, 4.05], [-0.44, 0.35, 2.85], [-0.90, -1.06, 2.60], [-1.80, -1.09, 1.36], [-1.58, 0.34, 0.66], [-1.32, 1.32, 1.93], [-2.71, 1.90, 2.47], [-3.09, 3.15, 1.53], [-3.81, 3.05, 0.52], [2.11, -1.00, 1.62], [3.16, -0.12, 2.84], [1.91, -1.32, 3.47], [1.29, 1.44, 1.94], [-0.76, 0.62, 3.91], [-1.61, -1.19, 3.35], [-0.27, -1.85, 2.77], [-2.87, -1.31, 1.70], [-1.34, -1.81, 0.60], [-0.63, 0.45, 0.03], [-2.53, 0.54, 0.05], [-0.68, 2.21, 1.57], [-2.65, 2.31, 3.54], [-3.48, 1.06, 2.42], [-2.70, 4.18, 1.88], [5.28, 0.69, -1.79], [5.81, 0.19, -0.45], [5.67, -1.32, -0.27], [4.22, -1.71, -0.34], [3.09, -2.02, -0.39], [4.20, 0.50, -1.89], [5.42, 1.76, -1.88], [5.79, 0.20, -2.62], [5.28, 0.71, 0.36], [6.87, 0.46, -0.36], [6.07, -1.63, 0.70], [6.21, -1.85, -1.05], [-3.91, -1.48, -4.92], [-3.45, -0.18, -4.27], [-2.78, -0.39, -2.91], [-3.74, -1.03, -1.96], [-4.50, -1.54, -1.22], [-4.66, -1.99, -4.31], [-4.35, -1.29, -5.89], [-3.06, -2.17, -5.06], [-4.31, 0.49, -4.16], [-2.75, 0.32, -4.94], [-2.46, 0.57, -2.50], [-1.90, -1.02, -3.01]]}

***

{"formula": "C20H60O20", "method": "wB97M-V/def2-TZVPD", "e_above_lowest_ev": 0.7789, "e_lumo_ev": 0.2309, "homo_lumo_gap_ev": 9.818, "spin_multiplicity": 1, "e_tot_ha": -2302.65991, "homo_energy_ev": -9.587, "species": ["O", "C", "C", "O", "H", "H", "H", "H", "H", "H", "O", "C", "C", "O", "H", "H", "H", "H", "H", "H", "O", "C", "C", "O", "H", "H", "H", "H", "H", "H", "O", "C", "C", "O", "H", "H", "H", "H", "H", "H", "O", "C", "C", "O", "H", "H", "H", "H", "H", "H", "O", "C", "C", "O", "H", "H", "H", "H", "H", "H", "O", "C", "C", "O", "H", "H", "H", "H", "H", "H", "O", "C", "C", "O", "H", "H", "H", "H", "H", "H", "O", "C", "C", "O", "H", "H", "H", "H", "H", "H", "O", "C", "C", "O", "H", "H", "H", "H", "H", "H"], "coordinates": [[14.17, 6.53, 5.03], [15.14, 6.65, 4.00], [16.53, 6.87, 4.56], [17.51, 6.09, 3.91], [14.19, 5.63, 5.36], [15.21, 5.73, 3.40], [14.84, 7.42, 3.28], [16.52, 6.59, 5.63], [16.79, 7.94, 4.56], [18.32, 6.18, 4.41], [14.62, 12.09, 1.21], [13.62, 11.73, 2.13], [14.00, 10.45, 2.85], [13.99, 9.37, 1.92], [14.59, 11.47, 0.45], [13.47, 12.56, 2.83], [12.66, 11.56, 1.62], [13.23, 10.25, 3.61], [14.97, 10.56, 3.34], [13.04, 9.21, 1.74], [16.36, 9.01, 0.52], [16.65, 7.63, 0.22], [18.05, 7.29, 0.65], [19.03, 7.89, -0.25], [15.49, 9.06, 0.94], [15.96, 7.03, 0.85], [16.43, 7.41, -0.83], [18.21, 6.22, 0.77], [18.24, 7.82, 1.60], [18.84, 8.83, -0.33], [14.27, 10.74, -1.18], [15.05, 11.14, -2.28], [16.52, 11.17, -1.91], [17.10, 9.85, -1.86], [14.05, 9.81, -1.26], [14.93, 10.51, -3.15], [14.81, 12.19, -2.50], [16.68, 11.67, -0.95], [17.03, 11.70, -2.72], [16.77, 9.46, -1.04], [12.85, 14.91, 5.34], [12.58, 15.56, 4.08], [12.35, 17.01, 4.28], [13.54, 17.69, 4.60], [13.78, 14.97, 5.53], [13.41, 15.30, 3.41], [11.71, 15.11, 3.61], [11.54, 17.09, 5.01], [11.95, 17.39, 3.32], [13.27, 18.59, 4.80], [19.50, 11.23, 0.40], [19.44, 11.50, 1.79], [18.02, 11.50, 2.30], [17.28, 12.55, 1.67], [19.17, 12.01, -0.07], [19.99, 10.68, 2.26], [19.88, 12.47, 2.03], [18.07, 11.67, 3.40], [17.54, 10.52, 2.19], [16.35, 12.23, 1.58], [15.64, 8.92, 8.97], [14.42, 9.13, 8.29], [14.64, 9.43, 6.80], [13.52, 9.11, 5.99], [16.10, 9.76, 9.07], [13.80, 8.25, 8.42], [13.91, 10.00, 8.72], [15.60, 9.02, 6.44], [14.84, 10.52, 6.73], [13.77, 8.31, 5.48], [11.29, 8.88, 2.05], [11.52, 7.84, 3.04], [11.88, 6.52, 2.40], [10.95, 6.07, 1.51], [10.38, 9.20, 2.16], [12.29, 8.19, 3.74], [10.59, 7.74, 3.61], [12.01, 5.80, 3.22], [12.92, 6.54, 2.02], [10.81, 6.75, 0.84], [9.48, 12.29, 5.30], [9.35, 12.71, 3.93], [9.96, 11.68, 3.03], [9.20, 10.48, 3.07], [10.35, 12.56, 5.61], [8.29, 12.85, 3.74], [9.77, 13.71, 3.73], [10.99, 11.47, 3.36], [10.03, 12.00, 1.99], [9.09, 10.25, 4.00], [12.42, 16.19, 0.58], [12.56, 14.78, 0.47], [13.29, 14.37, -0.76], [12.70, 14.92, -1.94], [13.30, 16.58, 0.69], [13.08, 14.32, 1.32], [11.55, 14.40, 0.34], [13.22, 13.29, -0.87], [14.35, 14.66, -0.71], [12.84, 15.87, -1.88]]}